DFT (ωB97M-V/def2-TZVPD) results for C33H35CoN9O2PS5 as an isolated structure.

```
! RIJCOSX wB97M-V def2-TZVPD def2/J DEFGRID3
* xyz 1 2
Co 0.51291 0.92795 -0.38353
C -1.36401 -2.67920 -1.55900
C -0.92636 -1.29742 -1.23071
N 0.14670 -0.96406 -0.60785
N 1.08926 -1.95715 -0.40543
C 1.22649 -2.57346 0.80382
N 2.30766 -3.37839 0.86191
S 0.15427 -2.39422 2.05191
C -1.81135 -0.15359 -1.52642
C -2.97672 -0.29378 -2.25556
C -3.75710 0.82448 -2.50019
C -3.32298 2.04634 -2.02413
C -2.13176 2.10702 -1.31956
N -1.39087 1.03577 -1.05034
H -0.64309 -3.42256 -1.23776
H -1.51099 -2.77414 -2.63444
H -2.31013 -2.87143 -1.04886
H 1.45104 -2.36502 -1.26167
H 3.02619 -3.36291 0.15810
H 2.43743 -3.93565 1.68723
H -3.25172 -1.26010 -2.65042
H -4.67566 0.74101 -3.06489
H -3.88208 2.95452 -2.19793
H -1.75544 3.06321 -0.98954
S 6.17527 1.79168 4.57546
N 6.14884 1.33219 3.02987
C 4.87650 1.23741 2.68230
C 4.38732 0.85176 1.37207
C 5.21781 0.45780 0.32355
C 4.64164 0.07456 -0.86708
C 3.25979 0.15943 -1.01169
N 2.46708 0.58356 -0.03070
C 3.00730 0.86924 1.16529
C 2.07803 1.14857 2.26531
N 0.77870 1.00975 1.99120
C -0.09114 1.17384 2.97355
C 0.27783 1.51726 4.27235
C 1.61481 1.67676 4.55979
C 2.54530 1.47696 3.54080
C 3.98056 1.55488 3.73490
N 4.59138 1.88416 4.86064
H 6.28994 0.44302 0.47036
H 5.23785 -0.27065 -1.70014
H 2.77552 -0.10870 -1.94368
H -1.13312 1.00550 2.72450
H -0.47912 1.63924 5.03393
H 1.95777 1.93157 5.55374
C -1.32386 0.13305 -6.93845
C -1.50555 0.63769 -5.52068
C -1.36217 2.14125 -5.39507
O -0.64778 -0.10724 -4.61362
P 0.88079 0.15186 -4.22963
S 1.60950 -1.58634 -3.64260
S 1.06293 1.66595 -2.92068
O 1.45473 0.60515 -5.64578
C 2.74757 1.17632 -5.98319
C 3.87564 0.70864 -5.08364
C 2.62062 2.68647 -6.03580
H -2.09721 0.56282 -7.57717
H -1.41258 -0.95234 -6.96974
H -0.34870 0.41480 -7.32991
H -2.50447 0.35418 -5.17725
H -0.38681 2.47870 -5.74466
H -1.48303 2.46581 -4.36238
H -2.13053 2.61579 -6.00792
H 2.92104 0.79081 -6.98886
H 3.73936 1.08024 -4.06604
H 4.81216 1.10918 -5.47450
H 3.93907 -0.37752 -5.05984
H 2.35143 3.07978 -5.05533
H 1.85950 2.98455 -6.75711
H 3.57099 3.12524 -6.34333
S 0.31272 5.01720 1.42565
C -0.09984 3.49720 0.77512
N 0.75533 2.94025 -0.02725
C 1.87230 3.76962 -0.19036
C 2.98779 3.53235 -0.99933
C 4.00002 4.46544 -1.01510
C 3.92731 5.63990 -0.25271
C 2.82594 5.90199 0.53025
C 1.80466 4.95327 0.55115
H -1.01212 3.00650 1.08134
H 3.03472 2.65258 -1.62279
H 4.86567 4.29338 -1.64089
H 4.73880 6.35373 -0.29032
H 2.75192 6.81243 1.10897
*
```

Properties
gap between HOMO and LUMO (spin up / spin down)	6.8 / 6.9	eV
lowest unoccupied orbital energy (spin up / spin down)	-3.2 / -3.2	eV
⟨S²⟩	0.76

Löwdin atomic charge list, values in e, 8 entries: 0.41, 0.01, -0.24, 0.00, -0.04, -0.93, 0.10, 0.63



DFT (ωB97M-V/def2-TZVPD) results for a 10-piece molecular cluster, C33H36F7N3O21 overall.

```
! RIJCOSX wB97M-V def2-TZVPD def2/J DEFGRID3
* xyz 0 1
O -6.24214 3.94247 -0.44050
C -5.06797 3.48275 -0.49890
O -4.24797 3.32950 0.54384
C -2.98242 3.06470 0.03388
C -3.17074 2.66803 -1.41585
F -3.08304 1.27940 -1.60774
O -4.48242 3.08928 -1.72436
H -2.33549 3.94440 0.09655
H -2.48260 2.27319 0.59775
H -2.42765 3.05281 -2.10898
O -0.00777 3.22094 -1.84052
C 1.05347 3.68207 -2.10106
O 2.17654 2.98797 -2.24850
C 3.18490 3.91050 -2.74690
C 2.64302 5.30358 -2.43650
F 2.90428 6.21789 -3.44750
O 1.26428 5.01285 -2.34872
H 4.07005 3.75748 -2.13965
H 3.52035 3.72155 -3.76326
H 3.00110 5.73769 -1.50513
O -0.19048 1.61254 2.79025
C -0.93865 1.33718 3.71831
O -0.74543 1.49713 4.97668
C -1.74432 0.79782 5.70124
C -2.78503 0.66378 4.64576
F -3.60688 1.71380 4.67602
O -2.10292 0.73719 3.45593
H -1.34426 -0.19305 5.93582
H -2.00112 1.36623 6.58633
H -3.34766 -0.26749 4.63320
O 4.47623 -0.49993 -0.15328
C 4.84432 -0.55201 -1.34004
O 4.38490 0.22367 -2.25320
C 5.03127 -0.08019 -3.46921
C 5.60120 -1.39440 -3.22536
F 6.82785 -1.67297 -3.87057
O 5.72444 -1.43686 -1.83616
H 4.28694 -0.11747 -4.25906
H 5.77331 0.67412 -3.69041
H 5.03065 -2.30120 -3.51256
O 2.29414 -3.16607 -4.06583
C 1.50766 -2.21922 -3.96098
O 1.99432 -0.96147 -3.97273
C 0.86577 -0.07335 -3.70784
C -0.34320 -0.94489 -3.75563
F -1.00882 -0.76242 -4.90776
O 0.20206 -2.28150 -3.82991
H 1.06410 0.24900 -2.69180
H 0.88386 0.67531 -4.49772
H -0.99248 -0.88782 -2.87893
O 1.27136 -1.23856 5.07402
C 0.57252 -1.87755 4.29132
O 0.87006 -1.98247 3.02641
C -0.26387 -2.54593 2.37187
C -1.01441 -3.25935 3.45290
F -0.62305 -4.53473 3.60565
O -0.58437 -2.48222 4.59859
H -0.84604 -1.71264 1.96287
H 0.07486 -3.10033 1.51700
H -2.09248 -3.17635 3.40551
O -1.22281 -5.00574 0.07319
C -0.81669 -5.72305 -0.80883
O 0.43051 -5.87167 -1.16607
C 0.51222 -6.55734 -2.36615
C -0.88081 -7.19606 -2.48033
F -1.01215 -8.45677 -2.00309
O -1.62178 -6.40888 -1.56259
H 0.75123 -5.81932 -3.13355
H 1.17357 -7.37237 -2.05878
H -1.41133 -7.18302 -3.44396
C 2.14144 3.67194 1.61538
C 3.53580 3.85418 1.49993
C 3.73583 5.19892 1.62503
N 2.56162 5.84449 1.89176
C 1.57525 4.91606 1.75655
H 1.71712 2.69245 1.60440
H 4.19101 2.99935 1.37076
H 4.66970 5.73243 1.62217
H 2.39875 6.82917 2.01687
H 0.53531 5.18262 1.85760
C -4.88380 -2.50192 2.82048
C -3.99945 -2.10721 1.76204
C -4.36698 -0.83944 1.34485
N -5.38742 -0.39242 2.11573
C -5.69604 -1.43427 2.98664
H -4.84329 -3.47787 3.27899
H -3.21740 -2.69932 1.30863
H -3.95803 -0.30655 0.50605
H -5.93272 0.44849 2.04482
H -6.51393 -1.28996 3.67131
C 0.99172 -1.46068 -0.58668
C -0.43195 -1.57332 -0.62375
C -0.96718 -0.40965 -0.22404
N 0.04135 0.50764 0.00229
C 1.20236 -0.14140 -0.23079
H 1.63404 -2.30857 -0.76705
H -0.95927 -2.48641 -0.84092
H -1.99292 -0.20675 -0.05552
H -0.11273 1.46910 0.24938
H 2.13569 0.37873 -0.11740
*
```

Properties
gap between HOMO and LUMO	8.6	eV
lowest unoccupied orbital energy	0.2	eV
structure (SMILES)	O=C1OC[C@@H](F)O1.O=C1OC[C@@H](F)O1.O=C1OC[C@@H](F)O1.O=C1OC[C@@H](F)O1.O=C1OC[C@@H](F)O1.O=C1OC[C@@H](F)O1.O=C1OC[C@@H](F)O1.c1cc[nH]c1.c1cc[nH]c1.c1cc[nH]c1

Löwdin atomic charge list, values in e, 8 entries: 0.10, -0.44, 0.10, -0.08, -0.27, 0.01, 0.13, 0.15



DFT (ωB97M-V/def2-TZVPD) results for C33H36N11O5V as an isolated structure.

```
! RIJCOSX wB97M-V def2-TZVPD def2/J DEFGRID3
* xyz 2 3
V -0.35787 -0.12374 -0.16645
O 2.51674 -2.17311 -2.22220
C 1.76451 -1.35262 -1.58589
O 0.67104 -1.65005 -1.08284
C 2.21120 0.04846 -1.44577
C 3.28195 0.69091 -2.02376
C 3.42631 2.05532 -1.77718
C 2.51142 2.71307 -0.96532
C 1.48247 1.98066 -0.40932
N 1.35137 0.67854 -0.64921
C 0.32018 2.46790 0.43701
O 0.10409 3.60578 0.69636
O -0.42775 1.40574 0.78568
H 2.13360 -3.06621 -2.25152
H 3.96432 0.14251 -2.66176
H 4.24631 2.60768 -2.22054
H 2.58504 3.77463 -0.76036
C -0.83714 -2.63680 1.66730
N -0.40003 -1.22611 1.87849
C -1.49494 -0.51642 2.60174
C 0.75740 -1.32464 2.83736
C 1.70338 -0.15373 2.98091
N 2.70432 -0.01426 1.93319
C 3.47963 -1.22752 1.68837
C 3.59104 1.08980 2.29398
H -0.83828 -3.17312 2.61664
H -0.15988 -3.14416 0.98134
H -1.84454 -2.67093 1.27225
H -1.82357 -1.10963 3.45791
H -2.35500 -0.36381 1.95068
H -1.15323 0.45183 2.95139
H 1.31696 -2.22424 2.59280
H 0.32282 -1.49906 3.82385
H 2.19322 -0.28128 3.96041
H 1.13767 0.78015 3.03661
H 3.91524 -1.65577 2.60536
H 4.30581 -0.98900 1.01639
H 2.87411 -2.00233 1.20870
H 4.14605 0.88977 3.22372
H 3.01166 2.00469 2.44774
H 4.31930 1.26392 1.50024
C -4.03567 -3.91475 -2.16280
N -3.44115 -2.71731 -1.55323
C -2.16074 -2.39727 -1.44117
N -2.05319 -1.26320 -0.75173
C -3.36241 -0.91951 -0.50464
N -4.22294 -1.78502 -0.96359
C -4.48325 -3.72116 -3.59557
C -4.77870 -4.85407 -4.34720
C -5.26957 -4.72504 -5.63686
C -5.46213 -3.46839 -6.19164
C -5.15507 -2.33825 -5.44569
C -4.66859 -2.46481 -4.14531
C -5.35279 -1.00940 -6.01921
N -5.94646 -0.67226 -7.11011
N -5.85485 0.71551 -7.19823
C -5.21260 1.10606 -6.15367
O -4.86142 0.06493 -5.35334
C -4.80409 2.45195 -5.75954
C -5.19493 3.55863 -6.50291
C -4.76365 4.82027 -6.12203
C -3.93297 4.97975 -5.02177
C -3.54079 3.87162 -4.28161
C -2.64316 4.05706 -3.07971
N -1.85445 2.85054 -2.78806
C -1.85476 2.11218 -1.68716
N -1.00348 1.09416 -1.84008
C -0.51641 1.29134 -3.10711
N -1.00467 2.34327 -3.70577
C -3.98850 2.61421 -4.64507
H -4.88507 -4.17875 -1.53815
H -3.30374 -4.71650 -2.09514
H -1.34746 -2.99319 -1.82234
H -3.67333 -0.03747 0.03424
H -4.63582 -5.84321 -3.91913
H -5.50362 -5.61149 -6.21294
H -5.84698 -3.35049 -7.19872
H -4.46837 -1.56791 -3.57155
H -5.82261 3.41987 -7.37616
H -5.06494 5.68798 -6.69660
H -3.58738 5.97151 -4.74269
H -3.22221 4.27358 -2.18493
H -1.95050 4.87655 -3.24313
H -2.42950 2.34529 -0.80412
H 0.19924 0.64163 -3.58831
H -3.69293 1.73510 -4.08474
*
```

Properties
gap between HOMO and LUMO (spin up / spin down)	5.8 / 5.4	eV
lowest unoccupied orbital energy (spin up / spin down)	-6.8 / -7.2	eV
⟨S²⟩	2.01

Löwdin atomic charge list, values in e, 8 entries: 1.00, 0.25, -0.41, 0.00, -0.16, 0.07, 0.03, 0.08



In the order shown, the computed relative energy (zero: lowest compared OMol25 entry of this formula, charge and spin) values come out to 0.00; 113.79; 178.23 kJ/mol.